The following is a DFT calculation (ωB97M-V/def2-TZVPD) of a structure of composition C36H56BCdN2O14 at a distorted geometry.

Molecular weight (g/mol): 864.068
Highest occupied orbital energy (eV): -9.6

```
! wB97M-V def2-TZVPD RIJCOSX def2/J DEFGRID3
* xyz 1 1
H -6.383 0.109 -2.722
C 1.828 -0.770 2.751
N -2.423 2.614 0.323
H -5.054 -2.007 -2.575
C -0.056 2.373 3.935
C 4.029 -0.593 -2.119
C -4.523 -1.061 -2.679
C -3.009 -2.633 2.639
C 2.899 2.747 -0.686
H -1.880 -0.786 1.732
H -3.689 -3.025 1.898
C 3.978 -0.704 1.966
H 2.000 -5.873 0.350
H 0.595 0.624 -0.803
C 3.680 -2.162 2.251
H 0.309 -6.956 1.868
C -2.146 -1.501 2.497
H -1.109 0.209 -0.632
H 1.712 -2.939 2.831
O -0.839 3.171 4.663
H -1.627 -2.384 5.655
H 1.622 3.297 3.071
C 5.283 -1.363 -2.007
H 5.891 -1.372 -2.911
H 4.088 -2.893 1.553
H 0.476 2.675 1.844
O 0.690 5.516 -0.067
H -1.570 2.148 0.047
O 2.934 0.067 2.259
C -0.147 -4.088 0.262
O -1.510 0.309 -4.750
O -0.384 -2.890 -0.022
H 3.828 0.332 -1.577
H -4.869 1.060 -2.963
H -5.059 1.483 -0.682
O 0.151 1.200 4.222
C -3.986 4.195 0.589
H 0.141 -0.522 0.397
C -0.116 -6.306 1.102
H 0.662 5.215 2.606
H 1.764 -2.277 1.219
H -0.969 -6.830 0.672
H -2.170 4.456 -0.681
C -1.418 0.709 -6.148
O -3.741 -0.150 -0.726
H 0.927 -6.953 -0.609
C 0.031 0.316 -6.600
C 1.599 4.706 -0.284
C -2.826 3.868 -0.055
O 2.779 4.762 0.400
H 5.391 -3.113 -0.718
C -0.507 -4.863 1.583
H -5.068 3.108 2.156
H 1.751 -0.793 3.838
C -0.262 0.252 -4.208
Cd -0.201 -1.301 -1.341
O -2.291 -1.530 -1.675
H 1.693 0.073 -5.237
H -1.799 4.824 4.155
C -5.063 0.436 -0.987
C -2.944 -3.003 3.961
H 4.180 3.364 0.971
C 2.195 -2.181 2.215
H 0.957 1.716 -5.193
H 4.999 -3.509 -2.391
H -0.124 5.155 4.846
O 3.546 -2.718 -1.231
H 0.037 -4.480 2.446
C 0.982 -6.053 0.004
C -3.339 2.177 1.280
O 0.570 -4.846 -0.590
H 4.083 -2.376 3.241
H -0.859 4.638 2.041
C 0.572 3.141 2.825
H 5.985 -0.980 -1.266
H -4.186 -1.035 -3.715
H 0.726 2.914 -1.053
H -1.062 -0.513 4.034
H 0.845 -0.477 2.382
C -5.337 0.227 -2.438
H -1.666 1.764 -6.265
H -1.559 -4.747 1.845
O 1.837 -1.407 -1.326
C -3.415 -1.009 -1.659
C -0.105 4.467 2.809
H -5.834 -0.070 -0.405
O 4.948 -0.174 1.405
C -1.999 -2.291 4.645
H 3.811 -0.502 -3.183
H -3.080 1.257 1.782
H 1.647 3.834 -2.273
H 3.539 2.348 -1.473
H 0.463 0.933 -7.388
H 4.432 4.223 -0.517
C 3.027 -1.572 -1.553
H 2.571 1.948 -0.021
H -4.534 5.113 0.434
N -1.629 -1.305 3.767
C 3.660 3.765 0.101
H -0.248 1.183 0.616
H -2.142 0.067 -6.649
C -4.269 3.160 1.432
H -3.539 -3.751 4.464
C 0.766 0.646 -5.274
B -0.186 0.379 -0.100
O -0.065 -0.135 -3.074
C -0.753 4.523 4.219
H 0.004 -0.761 -6.770
C 4.837 -2.781 -1.596
C 1.614 3.520 -1.230
*
```

These are the Löwdin partial charges, in e, on atoms 1 to 99: 0.13 -0.11 0.04 0.14 -0.44 -0.04 -0.06 -0.13 -0.12 0.08 0.09 -0.46 0.13 -0.05 -0.07 0.12 -0.08 -0.05 0.11 0.05 0.11 0.14 -0.13 0.12 0.12 0.10 0.08 0.06 0.05 -0.34 0.03 -0.05 0.11 0.12 0.12 0.07 -0.13 -0.06 -0.11 0.11 0.09 0.12 0.11 -0.12 0.06 0.13 -0.11 -0.42 -0.14 0.03 0.13 -0.02 0.10 0.12 -0.39 1.38 -0.04 0.12 0.13 -0.12 -0.17 0.14 -0.15 0.13 0.14 0.13 0.08 0.12 -0.14 -0.13 0.03 0.14 0.10 -0.08 0.12 0.12 0.09 0.10 0.08 -0.13 0.13 0.10 -0.02 -0.43 -0.15 0.14 0.07 -0.11 0.14 0.10 0.12 0.10 0.12 0.13 -0.42 0.10 0.10 0.02 -0.21